No. 1
12
Properties=species:S:1:pos:R:3:mulliken_charge:R:1 method="wB97M-V/def2-TZVPD" max_force_ev_per_a=4.552 smiles="CC1=COC(=O)C1=O" orbital_gap_ev=8.944
C 1.87 0.09 0.00 -0.911
C 0.38 -0.12 -0.11 0.318
C -0.44 -1.21 -0.02 -0.410
O -1.75 -1.12 0.09 -0.352
C -2.12 0.20 0.01 0.275
O -3.19 0.63 -0.06 -0.383
C -0.71 0.93 0.02 0.739
O -0.37 2.13 0.03 -0.579
H 2.01 0.98 -0.76 0.267
H 2.04 0.61 1.02 0.232
H 2.44 -0.92 -0.13 0.311
H -0.15 -2.20 -0.09 0.494

=====

No. 2
22
Properties=species:S:1:pos:R:3:mulliken_charge:R:1 method="wB97M-V/def2-TZVPD" max_force_ev_per_a=6.132 orbital_gap_ev=9.177
C 2.91 0.59 0.26 -0.734
C 1.57 1.02 0.42 -0.299
C 2.81 -0.69 -0.19 -0.444
C 0.80 0.06 -0.12 -0.212
C -1.59 -0.85 -0.92 -0.933
C -1.34 -1.27 1.03 -0.692
C -0.92 -0.06 0.15 1.484
N 1.52 -1.02 -0.47 0.061
N -1.60 2.09 -0.52 -0.623
N -1.61 1.12 0.46 -0.191
O -2.10 -1.76 0.02 -0.428
H 3.76 1.15 0.63 0.396
H 1.08 1.99 0.67 0.277
H 3.54 -1.56 0.01 0.263
H -2.37 -0.44 -1.47 0.294
H -1.11 -1.43 -1.69 0.239
H -0.59 -1.97 1.38 0.264
H -1.83 -1.03 1.98 0.325
H 1.23 -1.84 -0.81 0.087
H -0.64 2.36 -0.75 0.257
H -2.21 1.94 -1.36 0.259
H -1.29 1.61 1.31 0.351

=====

No. 3
136
Properties=species:S:1:pos:R:3:mulliken_charge:R:1 method="wB97M-V/def2-TZVPD" max_force_ev_per_a=1.905 orbital_gap_ev=9.527
C -1.19 1.33 2.29 -1.133
C 0.04 0.46 2.19 0.945
O 0.24 -0.41 3.00 -0.580
O 0.89 0.67 1.17 0.020
C 0.41 1.27 -0.03 -1.572
C 1.52 1.22 -1.09 1.976
C 1.66 -0.16 -1.72 -0.504
C 2.00 -1.30 -0.75 -0.131
C 1.02 -2.48 -0.74 0.224
C -0.42 -2.17 -0.38 -0.962
Cl 1.68 -3.63 0.48 -0.175
O 2.75 -0.14 -2.71 -0.375
S 2.39 0.67 -4.01 1.400
O 1.25 0.10 -4.67 -0.616
O 3.61 0.77 -4.77 -0.755
C 2.02 2.30 -3.40 0.080
C 1.44 3.11 -4.60 -0.143
C 0.15 3.88 -4.38 -0.572
F 0.33 4.97 -3.53 -0.292
C 1.18 2.32 -2.11 -0.825
F 1.49 3.53 -1.48 -0.475
H -1.80 1.29 1.38 -0.070
H -0.87 2.38 2.38 0.313
H -1.76 1.07 3.18 0.435
H 0.20 2.33 0.15 0.894
H -0.52 0.82 -0.39 -0.042
H 2.46 1.45 -0.58 -0.379
H 0.75 -0.42 -2.27 0.556
H 2.95 -1.73 -1.10 -0.670
H 2.19 -0.96 0.26 0.413
H 1.07 -3.02 -1.69 0.390
H -0.45 -1.67 0.60 -0.041
H -0.98 -3.11 -0.30 0.428
H -0.90 -1.57 -1.16 0.293
H 2.99 2.72 -3.12 0.511
H 2.20 3.83 -4.91 0.273
H 1.24 2.48 -5.47 -0.233
H -0.19 4.25 -5.35 0.426
H -0.65 3.25 -3.99 0.299
H 0.11 2.26 -2.30 0.377
Br -7.17 5.26 2.47 -0.130
C -7.51 5.85 4.29 -0.401
C -6.33 5.61 5.20 -0.490
Br -6.18 3.74 5.68 -0.133
H -8.40 5.33 4.63 0.012
H -7.72 6.92 4.21 0.377
H -6.46 6.15 6.14 0.332
H -5.38 5.90 4.75 0.409
Br -5.99 -1.57 -0.45 -0.115
C -5.53 -0.10 0.72 -0.427
C -5.17 1.14 -0.05 -0.645
Br -3.42 0.96 -0.89 -0.108
H -4.70 -0.45 1.33 0.333
H -6.39 0.08 1.35 0.201
H -5.10 2.00 0.62 0.389
H -5.87 1.36 -0.85 0.406
Br 4.05 -6.12 1.81 -0.139
C 5.30 -6.18 0.33 -0.607
C 6.15 -4.93 0.26 -0.581
Br 5.16 -3.42 -0.47 0.029
H 4.72 -6.33 -0.57 0.341
H 5.93 -7.05 0.51 0.389
H 6.99 -5.09 -0.43 0.355
H 6.53 -4.63 1.23 0.317
Br -7.07 -4.94 0.97 -0.066
C -6.33 -5.67 -0.68 -0.666
C -4.88 -6.05 -0.52 -0.413
Br -3.71 -4.51 -0.54 -0.080
H -6.48 -4.92 -1.45 0.372
H -6.93 -6.54 -0.90 0.357
H -4.57 -6.66 -1.37 0.365
H -4.69 -6.58 0.40 0.198
Br 5.21 1.06 -0.54 -0.113
C 5.87 -0.06 -1.99 -0.296
C 7.19 -0.69 -1.64 -0.815
Br 8.66 0.59 -1.76 -0.167
H 5.92 0.57 -2.87 0.570
H 5.12 -0.82 -2.14 0.002
H 7.44 -1.47 -2.36 0.454
H 7.21 -1.09 -0.64 0.428
Br 12.00 -0.80 -7.52 -0.154
C 10.59 -0.17 -6.34 -0.605
C 11.10 0.14 -4.96 -0.296
Br 11.44 -1.47 -3.93 -0.120
H 9.82 -0.94 -6.33 0.384
H 10.19 0.73 -6.80 0.378
H 10.36 0.69 -4.39 0.023
H 12.03 0.70 -4.97 0.374
Br -6.46 -4.35 4.64 -0.128
C -7.40 -6.02 4.93 -0.629
C -6.49 -7.21 5.04 -0.540
Br -5.81 -7.74 3.29 -0.130
H -8.09 -6.12 4.10 0.351
H -7.95 -5.89 5.85 0.363
H -7.05 -8.07 5.40 0.351
H -5.62 -7.05 5.68 0.355
Br -9.53 1.55 4.30 -0.085
C -10.19 -0.25 4.59 -0.645
C -9.09 -1.26 4.74 -0.590
Br -8.28 -1.71 3.03 -0.103
H -10.84 -0.48 3.75 0.347
H -10.78 -0.20 5.50 0.379
H -9.49 -2.20 5.11 0.323
H -8.29 -0.92 5.39 0.395
Br -11.28 6.05 4.18 -0.129
C -11.62 6.62 6.01 -0.564
C -10.45 6.35 6.91 -0.515
Br -10.31 4.47 7.37 -0.090
H -12.52 6.11 6.33 0.377
H -11.81 7.69 5.94 0.346
H -10.57 6.87 7.86 0.368
H -9.50 6.63 6.46 0.224
Br 13.45 1.81 -2.31 -0.129
C 12.69 3.40 -1.50 -0.562
C 11.18 3.39 -1.58 -0.376
Br 10.55 3.81 -3.37 -0.119
H 13.13 4.26 -2.00 0.386
H 13.00 3.38 -0.46 0.345
H 10.76 4.16 -0.94 0.360
H 10.76 2.43 -1.32 0.055
Br 2.65 0.24 3.39 0.038
C 4.29 0.27 4.45 -0.708
C 5.51 -0.08 3.63 -0.415
Br 5.59 -1.99 3.25 -0.126
H 4.13 -0.41 5.28 0.389
H 4.39 1.29 4.84 0.370
H 6.42 0.14 4.17 0.375
H 5.52 0.42 2.67 0.144
Br 0.75 1.27 -7.97 -0.148
C 1.00 -0.64 -7.71 -0.292
C 1.63 -1.29 -8.91 -0.624
Br 0.37 -1.51 -10.37 -0.158
H 0.03 -1.05 -7.47 0.391
H 1.65 -0.73 -6.84 0.059
H 1.97 -2.29 -8.66 0.387
H 2.46 -0.71 -9.30 0.389

=====

No. 4
66
Properties=species:S:1:pos:R:3:mulliken_charge:R:1 method="wB97M-V/def2-TZVPD" max_force_ev_per_a=2.148 orbital_gap_ev=6.652
Ca -0.37 0.06 -0.33 1.379
C -3.89 2.07 0.12 -1.101
C -2.56 2.80 0.29 -0.485
N -1.52 2.40 -0.66 0.172
C -0.40 3.35 -0.71 -1.124
C 0.51 3.23 0.51 -0.948
N 0.98 1.85 0.65 0.308
C 1.82 1.56 1.82 -0.553
C 1.08 1.67 3.15 -1.277
C -0.35 1.14 3.17 -0.534
N -0.51 -0.13 2.46 0.212
C -1.77 -0.81 2.76 -1.069
C -2.96 -0.14 2.09 -0.852
N -2.77 -0.13 0.64 0.059
C -3.82 0.56 -0.13 -0.904
H -4.43 2.50 -0.72 0.411
H -4.49 2.27 1.01 0.385
H -2.18 2.62 1.30 0.046
H -2.75 3.88 0.23 0.445
H -1.90 2.34 -1.61 0.291
H -0.76 4.39 -0.77 0.494
H 0.17 3.14 -1.61 0.331
H -0.02 3.51 1.42 0.483
H 1.34 3.94 0.40 0.420
H 1.51 1.62 -0.19 0.366
H 2.70 2.21 1.85 0.458
H 2.18 0.54 1.69 -0.173
H 1.05 2.71 3.48 0.390
H 1.68 1.13 3.89 0.417
H -1.01 1.87 2.71 0.123
H -0.67 1.05 4.22 0.426
H 0.26 -0.76 2.68 0.150
H -1.96 -0.87 3.84 0.471
H -1.69 -1.84 2.38 0.291
H -3.05 0.89 2.44 0.441
H -3.87 -0.66 2.38 0.428
H -2.75 -1.10 0.33 0.289
H -4.81 0.13 0.07 0.424
H -3.61 0.38 -1.19 0.291
C 0.20 -4.07 -0.45 -1.312
Si 1.01 -2.39 -0.04 0.399
C 2.01 -2.83 1.54 -1.421
C 2.40 -2.26 -1.35 0.510
C 2.41 -3.01 -2.53 -0.297
C 3.38 -2.81 -3.51 -0.630
C 4.38 -1.85 -3.33 -0.485
C 4.39 -1.10 -2.16 -0.778
C 3.41 -1.30 -1.20 -0.143
H 0.94 -4.87 -0.55 0.339
H -0.39 -4.03 -1.38 0.290
H -0.49 -4.35 0.35 0.304
H 2.65 -3.71 1.36 0.448
H 1.34 -3.08 2.37 0.308
H 2.66 -2.02 1.88 0.343
H 1.66 -3.77 -2.69 0.313
H 3.37 -3.41 -4.42 0.382
H 5.13 -1.70 -4.09 0.377
H 5.16 -0.36 -2.01 0.383
H 3.43 -0.69 -0.30 0.200
Cl -1.96 -1.38 -2.64 -0.155
C -0.51 -0.81 -3.59 1.344
Cl -0.83 -0.88 -5.32 -0.172
C -0.23 0.62 -3.06 -0.016
O -0.90 1.55 -3.47 -0.714
O 0.65 0.62 -2.12 -0.663
H 0.30 -1.49 -3.36 -0.536